[1]
Below is C5H10O in the gas phase, with properties calculated with ωB97M-V/def2-TZVPD.

ORCA input file:
```
! wB97M-V def2-TZVPD RIJCOSX def2/J DEFGRID3
* xyz 0 1
C 2.0716 0.5121 0.1552
C 0.9100 -0.1041 -0.6166
C -0.2599 -0.4192 0.3151
C -1.5604 -0.7875 -0.3954
O -2.4740 0.2699 0.0085
C -0.8194 0.8507 0.9739
H 2.4467 -0.1783 0.9207
H 1.7305 1.4260 0.6570
H 2.9062 0.7736 -0.5031
H 1.2318 -1.0158 -1.1391
H 0.5636 0.6055 -1.3811
H 0.0394 -1.2132 1.0162
H -2.0127 -1.7125 -0.0348
H -1.4815 -0.8385 -1.4892
H -1.1992 0.5840 1.9757
H -2.2684 1.0605 -0.5097
*
```

The strongest force on any atom is 0.322 eV/Å. As for the HOMO-LUMO gap: 0.325 hartree.

---

[2]
Below is C7H10 in the gas phase at a distorted geometry, with properties calculated with ωB97M-V/def2-TZVPD.

ORCA input file:
```
! wB97M-V def2-TZVPD RIJCOSX def2/J DEFGRID3
* xyz 0 1
C -0.5831 1.1396 -2.9488
C -0.7535 0.7722 -1.6685
C 0.2184 0.0682 -0.7850
C 1.3865 -0.3903 -1.2389
C -0.2722 0.0708 0.6132
C 0.1704 -0.7415 1.5803
C -0.3082 -0.7020 3.0042
H -1.0975 1.9478 -3.4383
H 0.0648 0.4613 -3.5009
H -1.6230 1.2052 -1.1724
H 1.6049 -0.4255 -2.2935
H 2.1131 -0.7965 -0.5446
H -0.7681 0.9948 0.9059
H 0.9113 -1.4788 1.2845
H -0.5473 0.3040 3.3481
H 0.5726 -1.0196 3.5792
H -1.0892 -1.4098 3.2755
*
```

The strongest force on any atom is 1.952 eV/Å. As for the SMILES: C=CC(=C)/C=C/C. As for the HOMO-LUMO gap: 0.326 hartree.

---

[3]
Below is C2H3BrO2 in the gas phase at a distorted geometry, with properties calculated with ωB97M-V/def2-TZVPD.

ORCA input file:
```
! wB97M-V def2-TZVPD RIJCOSX def2/J DEFGRID3
* xyz 0 1
O -1.2269 -1.1273 -0.9588
C -0.8109 -0.0396 -1.1823
O 0.0186 0.6637 -0.3206
C 0.5267 -0.0140 0.9785
Br 2.4061 -0.0080 0.7363
H -1.0243 0.6382 -1.9091
H 0.1753 0.8271 1.7312
H -0.0646 -0.9400 0.9249
*
```

The strongest force on any atom is 4.787 eV/Å. As for the SMILES: O=COCBr. As for the HOMO-LUMO gap: 0.418 hartree.

---

[4]
Below is a molecular structure, C25H24N6O6RhS, with properties calculated with ωB97M-V/def2-TZVPD.

ORCA input file:
```
! wB97M-V def2-TZVPD RIJCOSX def2/J DEFGRID3
* xyz -1 5
Rh -0.7194 -0.3137 -0.5527
N 1.3972 2.0013 7.5673
C 0.9747 1.2429 6.4664
C -0.0356 1.7185 5.6297
C -0.4842 0.9508 4.5708
C 0.0722 -0.2983 4.3348
C 1.0758 -0.7794 5.1576
C 1.5210 -0.0156 6.2234
S -0.5078 -1.2561 2.9645
O -1.9406 -1.1178 2.9390
O 0.0514 -2.5777 3.1009
N 0.0335 -0.4873 1.6533
C 1.3505 -0.4703 1.3390
N 1.5524 -0.0683 0.0600
C 2.7784 -0.0911 -0.4230
C 3.8593 -0.4672 0.3596
C 3.5627 -0.8028 1.6729
N 2.3390 -0.8095 2.1794
H 1.2592 2.9937 7.4568
H 2.3370 1.7960 7.8685
H -0.4721 2.6932 5.8161
H -1.2697 1.3149 3.9208
H 1.5051 -1.7483 4.9444
H 2.3030 -0.3938 6.8725
H 2.8935 0.2123 -1.4591
H 4.8682 -0.4878 -0.0239
H 4.3589 -1.0841 2.3572
C -0.3702 -0.5954 -3.9863
N -1.2257 -0.3401 -2.8414
C -2.4930 -0.3554 -2.9968
C -3.3677 -0.3159 -1.8652
C -4.7467 -0.3430 -1.7744
C -5.0499 -0.3455 -0.3941
C -3.8402 -0.3677 0.2788
N -2.8135 -0.3412 -0.6069
C 0.2681 0.6407 -4.5783
C 0.8785 1.5873 -3.7594
C 1.4994 2.6944 -4.3143
C 1.5246 2.8719 -5.6925
C 0.9192 1.9337 -6.5131
C 0.2937 0.8252 -5.9550
H -0.9258 -1.1291 -4.7655
H 0.4191 -1.2750 -3.6510
H -2.9341 -0.4685 -3.9908
H -5.4428 -0.3420 -2.5994
H -6.0303 -0.3537 0.0559
H -3.6376 -0.4058 1.3381
H 0.8351 1.4662 -2.6847
H 1.9563 3.4308 -3.6644
H 2.0057 3.7422 -6.1219
H 0.9243 2.0661 -7.5883
H -0.1872 0.0966 -6.5986
O -2.1915 2.6493 -1.9688
C -1.3155 2.7290 -1.1294
O -0.5021 1.8101 -0.7254
H -1.1919 3.6695 -0.5488
C 0.6004 -4.3288 -0.0146
O 0.5028 -2.9068 -0.1638
C -0.2405 -2.4501 -1.2108
O -0.6616 -3.1767 -2.0671
H 0.9894 -4.4921 0.9866
H 1.2694 -4.7473 -0.7679
H -0.3820 -4.7873 -0.1167
*
```

The strongest force on any atom is 0.666 eV/Å. As for the HOMO-LUMO gap (alpha / beta): 0.263 / 0.222 hartree.

---

[5]
Below is a molecular structure, CHBrFI at a distorted geometry, with properties calculated with ωB97M-V/def2-TZVPD.

ORCA input file:
```
! wB97M-V def2-TZVPD RIJCOSX def2/J DEFGRID3
* xyz 0 3
C -0.0349 -0.0218 -0.1357
F -0.2288 0.0699 -1.4018
Br -0.0343 -1.8423 0.4589
I 1.6469 1.1450 0.5299
H -1.3489 0.6491 0.5488
*
```

The strongest force on any atom is 4.089 eV/Å. As for the HOMO-LUMO gap (alpha / beta): 0.248 / 0.214 hartree.

---

[6]
Below is 2 unconnected molecules or ions with the total composition C6H14 at a distorted geometry, with properties calculated with ωB97M-V/def2-TZVPD.

ORCA input file:
```
! wB97M-V def2-TZVPD RIJCOSX def2/J DEFGRID3
* xyz 0 1
C 0.4380 1.1172 -1.7621
C 0.8659 2.0193 -0.8899
C 0.0102 2.9687 -0.1346
H 1.0281 0.4528 -2.3690
H -0.5864 1.1412 -2.1216
H 1.9325 2.1004 -0.6993
H -0.9723 3.1147 -0.5774
H -0.1639 2.6028 0.8818
H 0.5005 3.9357 -0.0586
C 0.5066 -2.5771 0.0534
C 0.1233 -1.5833 1.1553
C -1.3250 -1.1057 0.9944
H -0.1180 -3.4593 0.1725
H 1.5481 -2.8928 0.1077
H 0.2983 -2.1888 -0.9415
H 0.7801 -0.7137 1.0827
H 0.2027 -2.0595 2.1241
H -1.6993 -0.7778 1.9681
H -1.3615 -0.2129 0.3726
H -2.0082 -1.8819 0.6413
*
```

The strongest force on any atom is 1.128 eV/Å. As for the SMILES: C=CC.CCC. As for the HOMO-LUMO gap: 0.399 hartree.

---

What is the strongest force on any atom in the fourth record? 0.666 eV/Å

---

Please write out number 3 again, unchanged.
Below is C2H3BrO2 in the gas phase at a distorted geometry, with properties calculated with ωB97M-V/def2-TZVPD.

ORCA input file:
```
! wB97M-V def2-TZVPD RIJCOSX def2/J DEFGRID3
* xyz 0 1
O -1.2269 -1.1273 -0.9588
C -0.8109 -0.0396 -1.1823
O 0.0186 0.6637 -0.3206
C 0.5267 -0.0140 0.9785
Br 2.4061 -0.0080 0.7363
H -1.0243 0.6382 -1.9091
H 0.1753 0.8271 1.7312
H -0.0646 -0.9400 0.9249
*
```

The strongest force on any atom is 4.787 eV/Å. As for the SMILES: O=COCBr. As for the HOMO-LUMO gap: 0.418 hartree.

---

Which value of strongest force on any atom does entry 2 give? 1.952 eV/Å

---

What is the formula in the second record? C7H10